Entry from the OMol25 dataset: 2 unconnected molecules or ions with the total composition C13H23BrFN2O3P (ωB97M-V/def2-TZVPD).

The value obtained for the HOMO-LUMO gap is 0.167 Ha. As for the HOMO energy: -6.713 eV.

Last column: Mulliken charge in e.
Element x y z (Å)
Br -2.91524 -4.42898 0.96809  -0.135
P 2.53847 0.42083 -0.88543  0.744
F -5.09259 -2.23380 3.10615  -0.878
O 2.93778 1.34176 0.43382  -0.230
O 2.30617 1.31507 -2.06525  -0.816
O 3.75245 -0.61284 -1.31670  -0.448
N -3.63166 0.59162 -1.22247  0.572
N -3.56065 1.10079 -2.42254  -1.146
C 2.71457 2.77173 0.19768  -0.217
C -3.07309 -0.21630 1.10128  -0.809
C -1.19604 1.29856 -1.95580  -0.091
C -2.36054 1.49007 -2.82579  -0.379
C -2.96254 -2.65801 0.07034  -0.231
C 0.92650 -0.41393 -0.51659  -0.930
C -2.70013 0.36980 -0.27001  0.201
C 2.66421 3.42101 1.64398  -1.131
C -3.70337 -1.65381 1.04250  -0.691
C 3.63780 -1.92574 -0.71940  -0.335
C -1.30623 0.73278 -0.63671  0.459
C 4.01531 -1.94719 0.83143  -0.865
C -0.09156 0.52549 0.28533  -0.035
H 1.05062 -1.39364 0.00059  0.433
H 4.42223 -2.55447 -1.21748  0.372
H 4.88777 -2.63601 0.97640  0.323
H 4.31399 -0.93488 1.18462  0.297
H -0.33960 -0.03897 1.21755  0.154
H -2.22749 -0.14671 1.82680  0.306
H -4.80734 -1.61050 0.86681  0.308
H -3.86814 0.46409 1.52085  0.358
H 0.38008 1.47816 0.61667  0.170
H -3.55365 -2.74135 -0.86744  0.344
H 2.22814 4.43748 1.50690  0.360
H -3.60994 -2.07986 2.08886  0.494
H -2.22000 1.94938 -3.82153  0.418
H 0.47110 -0.65375 -1.51336  0.496
H -0.20106 1.63810 -2.33333  0.425
H 3.14194 -2.37472 1.37903  0.261
H -4.57883 0.30191 -0.94324  0.334
H -1.91340 -2.31346 -0.07871  -0.002
H 1.70106 2.96495 -0.24015  0.255
H 3.53997 3.17437 -0.42609  0.413
H 1.93427 2.80986 2.23524  0.259
H 2.67079 -2.44411 -0.92210  0.281
H 3.67787 3.41522 2.09919  0.329

***

Entry from the OMol25 dataset: a molecular structure, C13H23CeClLuN (ωB97M-V/def2-TZVPD).

As for the spin multiplicity: 2. The value obtained for the HOMO-LUMO gap (spin up / spin down) is 0.208 / 0.209 Ha. The charge is -1. Its energy above the lowest of the compared OMol25 structures with the same formula, charge and spin is 0.0 kJ/mol. As for the HOMO energy (spin up / spin down): -3.232 / -3.282 eV.

Last column: Mulliken charge in e.
Element x y z (Å)
Lu 0.07519 0.12984 0.49506  0.850
Ce 0.68412 -0.08725 -3.26120  0.875
Cl -0.15370 2.02938 -1.11659  -0.667
N 2.15533 -0.48618 3.11141  0.286
C 0.13802 1.88915 4.54518  -0.654
C 0.72655 -0.29848 3.40552  -2.231
C -0.01180 1.74051 2.14623  0.486
C 0.60686 -1.47646 -1.44211  -1.293
C -2.07086 -0.40688 0.85247  -1.381
C 0.26034 1.13990 3.36416  1.066
C 2.80964 0.80993 -3.40428  -1.270
C 3.06604 0.20558 3.99952  -0.951
C 2.50834 -0.43178 1.69976  -1.056
C -0.27188 3.22318 4.47478  -0.575
C -1.01969 -0.03728 -4.84177  -1.279
C -0.46629 3.04043 2.06284  -0.386
C -0.59192 3.79651 3.24675  -0.434
H 2.88147 1.75966 -2.84770  0.264
H 1.50005 -2.13589 -1.58448  0.246
H -2.48044 -0.99280 0.01586  0.333
H -0.34888 3.81279 5.39266  0.327
H -1.45104 -1.05532 -4.83488  0.289
H 2.31135 0.56828 1.22029  0.347
H 2.80000 -0.01661 5.04130  0.302
H 3.59159 -0.58821 1.60418  0.371
H 2.01821 -1.25402 1.13158  0.336
H 0.37644 1.40575 5.50010  0.300
H -1.77178 0.73201 -4.59415  0.294
H -0.24379 -2.19884 -1.60275  0.239
H 0.57256 -0.68276 4.42876  0.517
H -0.94579 4.82863 3.18215  0.348
H 3.06334 1.30336 3.86825  0.312
H 4.08206 -0.16054 3.80161  0.358
H 3.50121 0.04772 -3.00359  0.291
H -0.50860 0.17822 -5.79703  0.318
H 0.13135 -0.96030 2.72176  0.573
H 2.96300 0.95696 -4.48898  0.338
H -0.72292 3.48748 1.10653  0.308
H -2.60905 0.55560 0.88851  0.264
H -2.28062 -0.93308 1.79052  0.337

***

Entry from the OMol25 dataset: 7 unconnected molecules or ions with the total composition C13H23Cl4F2N3O12 (ωB97M-V/def2-TZVPD).

The value obtained for the HOMO-LUMO gap is 0.387 Ha. The SMILES is O=C1OC[C@@H](F)O1.O=C1OC[C@@H](F)O1.C[N+](=O)[O-].C[N+](=O)[O-].C[N+](=O)[O-].ClCCCl.ClCCCl. Its energy above the lowest of the compared OMol25 structures with the same formula, charge and spin is 0.0 kJ/mol. As for the HOMO energy: -10.590 eV.

Last column: Mulliken charge in e.
Element x y z (Å)
Cl -32.38886 29.15897 -30.38922  -0.213
Cl -29.74588 33.55673 -27.76349  -0.217
Cl -32.15545 31.10682 -25.22224  -0.222
Cl -31.60017 28.33325 -27.13157  -0.181
F -39.43978 24.87258 -27.13647  -0.254
F -34.48663 27.49554 -24.13370  -0.316
O -37.53737 31.92751 -23.41294  -0.530
O -35.12236 30.10183 -22.88318  -0.315
O -38.56472 26.05646 -23.31335  -0.492
O -39.03032 24.05092 -22.71584  -0.555
O -38.82097 33.42896 -22.65370  -0.508
O -35.98869 26.67297 -26.64477  -0.513
O -36.84423 24.79557 -25.69712  -0.304
O -29.94291 32.55872 -22.47725  -0.530
O -35.88787 28.14257 -22.41592  -0.289
O -31.54130 33.91894 -22.22187  -0.548
O -37.31749 25.14503 -27.75860  -0.374
O -35.02371 29.20398 -20.69696  -0.631
N -38.18025 32.96745 -23.56110  0.865
N -31.11032 32.76218 -22.24314  0.965
N -38.35645 25.04874 -22.70053  0.890
C -31.42007 32.58049 -25.83537  -0.443
C -32.08886 31.66433 -21.86792  -0.451
C -30.81055 32.20412 -27.18803  -0.365
C -36.61191 25.61315 -26.70708  0.691
C -33.11885 28.66354 -27.93645  0.220
C -37.08869 24.92354 -21.85958  -0.603
C -33.18093 28.00911 -29.27604  -0.469
C -35.37872 29.63692 -24.17240  0.307
C -38.24944 33.56286 -24.89783  -0.740
C -35.27886 29.17854 -21.90733  0.645
C -35.63325 28.17363 -23.82667  0.462
C -37.61565 23.67860 -26.12838  -0.326
C -38.31368 24.16072 -27.35820  0.223
H -33.15094 29.74499 -28.06883  0.117
H -38.67527 34.56387 -24.82887  0.314
H -38.39658 23.46709 -25.39796  0.243
H -36.44614 27.81653 -24.45896  0.256
H -37.32158 33.32937 -25.41999  0.278
H -32.65749 27.06616 -29.43405  0.351
H -30.61572 32.89089 -25.16847  0.330
H -32.96089 32.01249 -21.31435  0.305
H -36.41075 24.68198 -22.67821  0.265
H -34.16911 27.86129 -29.71166  0.273
H -38.44381 23.47343 -28.19414  0.300
H -31.56244 30.88597 -21.31553  0.298
H -31.58484 32.04603 -27.93876  0.212
H -32.55592 31.21810 -22.74589  -0.011
H -36.23111 30.23297 -24.49835  0.273
H -36.88902 25.85516 -21.33014  0.194
H -37.14077 24.14448 -21.09903  0.319
H -30.15509 31.33601 -27.11829  0.296
H -33.98807 28.42615 -27.32310  -0.079
H -32.15084 33.38637 -25.90352  0.311
H -34.44935 29.80333 -24.71709  -0.333
H -38.94952 32.89990 -25.40622  0.295
H -36.91900 22.85483 -26.28388  0.311

***

Entry from the OMol25 dataset: a single C13H23ClO2 molecule (ωB97M-V/def2-TZVPD).

The value obtained for the HOMO-LUMO gap is 0.374 Ha. The SMILES is CC(C)(C)[C@H]1CC[C@@]2(CC1)OC[C@H](CCl)O2. As for the HOMO energy: -9.389 eV.

Last column: Mulliken charge in e.
Element x y z (Å)
Cl 0.65945 5.59153 1.50451  -0.178
O -0.10699 2.87214 0.73550  -0.433
O 1.02877 1.63338 -0.83170  -0.416
C -1.36057 1.02309 -0.19031  -1.118
C 0.12592 5.19592 -0.10912  -0.614
C 1.40491 3.03360 -0.90902  -0.594
C -0.16070 -2.79942 -0.08272  1.286
C 0.67161 0.69769 1.52942  -1.058
C 0.09041 3.67581 -0.41904  0.179
C 1.23493 -3.39787 0.13497  -1.578
C 0.02828 -1.25605 -0.01799  0.418
C -1.19400 -3.47814 0.82939  -1.794
C -1.21287 -0.52046 -0.63850  -0.615
C -0.43141 -3.07523 -1.62567  -1.386
C 0.36156 -0.75723 1.46655  -1.017
C 0.10525 1.51331 0.28134  1.361
H 1.63190 3.41644 -1.94080  0.364
H 0.83995 5.59810 -0.81813  0.300
H -1.35080 -4.45461 0.42527  0.547
H 0.33282 1.23469 2.44178  0.246
H -0.17615 -4.12569 -1.84814  0.451
H -0.68901 3.54015 -1.16661  0.159
H 1.14860 -1.37271 1.91319  0.317
H -0.54324 -1.04327 2.05712  0.330
H -1.50796 -2.85289 -1.79206  0.343
H -2.06041 0.94147 0.72143  0.310
H -0.78612 5.71316 -0.38497  0.383
H 2.11915 -2.86188 -0.35671  0.259
H 0.98157 -1.04562 -0.55026  0.454
H -0.77943 -3.47679 1.82835  0.427
H 2.24415 3.13296 -0.19963  0.269
H 1.85827 0.66420 1.60039  0.187
H -0.89965 -0.16562 -1.65420  0.240
H -2.24352 -1.06991 -0.62251  0.196
H 1.09737 -4.50695 -0.10513  0.442
H -1.88509 1.53623 -1.00507  0.391
H 1.44219 -3.45816 1.22348  0.423
H 0.19434 -2.33677 -2.16015  0.284
H -2.21352 -2.95860 0.73572  0.233

***

Entry from the OMol25 dataset: a molecular structure, C13H23Co2I2NO5S2 (ωB97M-V/def2-TZVPD).

As for the spin multiplicity: 9. The value obtained for the HOMO-LUMO gap (spin up / spin down) is 0.248 / 0.204 Ha. The charge is +4. As for the HOMO energy (spin up / spin down): -22.386 / -22.732 eV.

Last column: Mulliken charge in e.
Element x y z (Å)
I -1.47493 -2.74737 -1.90996  0.460
I -0.14443 -2.45608 1.02053  -0.036
Co 1.03817 1.83957 -0.92480  0.242
Co 0.12297 -0.21067 -0.16064  0.969
S -1.49762 -0.12549 -1.53926  -0.206
S 1.47735 -0.54155 -1.76218  0.040
O -1.02702 3.81829 -0.74903  -0.155
O 2.26611 2.30272 -3.48498  -0.109
O 1.88869 1.67857 1.84848  -0.250
O -1.15542 1.49744 1.79957  -0.311
O -2.28756 -0.07480 2.98850  -0.582
N -0.41928 -0.53709 4.50922  -0.119
C 1.47437 1.63423 0.76019  0.471
C -3.38325 1.44097 -0.32680  -1.341
C -1.37310 0.77455 2.80810  0.768
C 1.94854 2.18690 -2.37120  0.377
C 3.41637 -2.39414 -1.04271  -1.484
C -0.39330 0.84751 3.97803  -0.702
C 3.28072 -0.94899 -1.49890  1.270
C -3.40307 -0.98796 0.24313  -0.857
C 3.85997 0.00654 -0.47951  -1.449
C 3.90989 -0.79492 -2.88394  -1.307
C -0.18606 3.02024 -0.77569  0.150
C -4.07473 -0.24847 -2.06246  -1.362
C -3.18584 0.02796 -0.85176  1.298
H 3.70968 0.19406 -3.30554  0.288
H -2.86908 -0.71053 1.16724  -0.053
H 3.74651 1.04190 -0.81955  0.211
H -4.48227 -1.03088 0.43099  0.526
H -4.45902 1.60854 -0.18577  0.487
H -2.87591 1.55697 0.64418  0.130
H 2.86996 -2.57464 -0.10913  0.311
H 0.03311 -0.59181 5.41723  0.390
H 4.92302 -0.23186 -0.37277  0.597
H -0.81511 1.52919 4.72376  0.376
H -3.82286 0.42092 -2.89307  0.441
H -5.10876 -0.05212 -1.76682  0.495
H 0.02815 -1.18071 3.83063  0.114
H 3.37061 -0.11645 0.49420  0.218
H 4.99105 -0.96232 -2.82236  0.478
H 0.60799 1.16024 3.69660  0.377
H -3.97926 -1.29151 -2.38720  0.350
H 3.47215 -1.53385 -3.56333  0.451
H 4.48766 -2.61926 -0.92249  0.472
H -3.08258 -1.97996 -0.10361  0.278
H -1.43205 -0.77327 4.55218  0.417
H 3.00916 -3.05946 -1.80877  0.418
H -2.99971 2.18883 -1.02851  0.451

***

Entry from the OMol25 dataset: a molecular structure, C13H23F2GaN3O (ωB97M-V/def2-TZVPD).

The value obtained for the HOMO-LUMO gap is 0.369 Ha. The charge is +3. Its energy above the lowest of the compared OMol25 structures with the same formula, charge and spin is 0.0 kJ/mol. As for the HOMO energy: -19.633 eV.

Last column: Mulliken charge in e.
Element x y z (Å)
Ga -1.07836 -0.55163 -0.66891  0.067
F -1.28324 -3.14758 -1.54200  -0.229
F -2.98797 -2.35906 -0.39570  -0.260
O -1.41128 -0.77616 1.27742  -0.354
N -1.10778 1.39145 -0.86313  0.386
N 3.71696 -2.07946 0.30423  -0.085
N 1.07425 -1.15196 -0.54692  -0.112
C -2.13722 -2.09475 -1.43419  0.071
C -0.24316 1.94748 -1.75629  -0.072
C 2.83731 -2.91289 -0.59120  -0.917
C -2.50318 1.25424 2.16044  -0.618
C 3.40905 -0.61234 0.16977  -1.014
C 1.92006 -0.36501 0.39336  -0.428
C -1.93006 2.18515 -0.12607  0.941
C -1.80435 3.56139 -0.20643  -0.706
C 1.36642 -2.60482 -0.34375  -0.520
C -0.10454 3.30335 -1.88282  -0.880
C -1.27593 0.36704 2.20602  -0.451
C -2.97008 1.51783 0.72341  -1.171
C -0.87330 4.12741 -1.06146  -0.376
H -0.37744 0.88777 1.87687  0.222
H -2.12798 -1.36012 1.57742  0.454
H -3.26583 0.58106 0.24007  0.287
H 0.30665 1.26266 -2.39210  0.486
H 3.99445 -0.05899 0.90268  0.454
H -2.25080 2.18480 2.67276  0.430
H -2.46172 4.18596 0.38448  0.544
H -2.70362 -1.97434 -2.35480  0.435
H 1.36459 -0.92219 -1.49984  0.456
H 0.57770 3.71315 -2.61438  0.481
H 1.72168 0.70040 0.27928  0.345
H 3.03649 -3.96687 -0.40208  0.460
H 1.07834 -2.87066 0.67494  0.436
H 3.11850 -2.69791 -1.62290  0.391
H 3.60111 -2.37448 1.27863  0.404
H 1.64294 -0.65649 1.40847  0.442
H -1.10912 -0.02312 3.20767  0.483
H -0.76415 5.20376 -1.11073  0.474
H 4.70149 -2.25017 0.07368  0.371
H 0.77462 -3.20483 -1.02716  0.380
H -3.33093 0.79955 2.70734  0.375
H -3.86521 2.13813 0.74877  0.521
H 3.72463 -0.29675 -0.82486  0.395